No. 1
Computed, not measured: a single C14H12ClF3N4S molecule, with ωB97M-V with the def2-TZVPD basis set.

Structure (SMILES): Cc1ccccc1NC(=S)NNc1ncc(C(F)(F)F)cc1Cl
Gap between HOMO and LUMO (eV): 8.72
E_LUMO (eV): 0.4
E (eV): -52183.7652
HOMO level (eV): -8.29

The geometry in XYZ format:
```
35
Properties=species:S:1:pos:R:3:forces:R:3
C 5.8529 0.2850 1.2124 -0.1 0.0 0.0
C 5.0113 -0.6804 0.4343 -0.1 0.0 0.0
C 5.3293 -2.0290 0.3863 -0.1 0.0 -0.1
C 4.5554 -2.9268 -0.3292 0.0 -0.1 0.0
C 3.4531 -2.4752 -1.0324 0.0 -0.1 0.1
C 3.1192 -1.1336 -1.0064 0.1 0.1 0.0
C 3.8793 -0.2359 -0.2618 0.0 -0.5 0.0
N 3.5603 1.1301 -0.2236 0.3 0.0 0.0
C 2.3421 1.7184 -0.1732 -0.5 0.2 0.0
N 1.2589 0.9243 -0.0084 0.5 -0.5 -0.1
N 0.0250 1.5146 0.1867 0.5 0.8 0.2
C -1.1783 0.9239 0.1161 -0.5 -0.7 0.0
N -2.1964 1.7930 0.0476 0.6 0.3 0.0
C -3.4380 1.3725 0.0245 -0.3 -0.5 0.0
C -3.7758 0.0249 0.0620 0.1 -0.1 0.1
C -2.7409 -0.9092 0.1476 -0.3 0.5 -0.1
C -1.4388 -0.4693 0.1854 -0.1 0.1 -0.1
Cl -0.1881 -1.6713 0.3422 0.0 -0.1 0.1
H -2.9644 -1.9645 0.1950 0.1 -0.1 0.0
C -5.1920 -0.4500 -0.0035 -0.2 -0.1 -0.1
F -6.0830 0.5271 0.2015 0.0 0.3 0.0
F -5.4533 -1.4077 0.9052 0.1 -0.1 0.2
F -5.4933 -0.9931 -1.2014 0.1 0.0 -0.1
H -4.1950 2.1419 -0.0293 -0.1 0.0 0.0
H 0.0727 2.5316 0.0652 0.0 -0.3 0.1
H 1.3468 -0.0440 0.2846 0.0 0.3 0.0
S 2.1949 3.3661 -0.2938 0.1 0.5 -0.1
H 4.3329 1.7820 -0.2189 -0.3 0.0 0.0
H 2.2884 -0.7746 -1.5942 -0.1 0.0 0.0
H 2.8551 -3.1622 -1.6111 -0.1 -0.1 -0.1
H 4.8191 -3.9729 -0.3451 0.0 -0.1 0.0
H 6.1968 -2.3821 0.9243 0.1 0.0 0.1
H 6.3736 0.9701 0.5416 0.1 0.1 0.0
H 6.6000 -0.2468 1.7950 0.1 0.0 0.0
H 5.2395 0.8765 1.8912 0.0 0.1 0.0
```
Positions in Å, forces in eV/Å.


No. 2
Computed, not measured: a molecular structure, C16H20BrN3O2RuS, with ωB97M-V with the def2-TZVPD basis set.

Gap between HOMO and LUMO (spin up / spin down) (eV): 8.40 / 6.80
E_LUMO (spin up / spin down) (eV): -2.8 / -4.8
Charge: +1
Spin multiplicity: 6
E (eV): -108935.2301
Expectation value of S²: 8.77
HOMO level (spin up / spin down) (eV): -11.22 / -11.57
ΔE to the lowest compared entry with this formula, charge and spin (kcal per mole): 0.00

The geometry in XYZ format:
```
44
Properties=species:S:1:pos:R:3:forces:R:3
Ru -0.0558 0.0407 0.0917 0.0 0.0 0.0
N -0.6439 0.0997 2.3967 0.0 0.0 0.0
C -1.2988 -1.0490 3.0829 0.0 0.0 0.0
C -0.5591 -2.3583 2.7958 0.0 0.0 0.0
C -1.3111 -3.3275 1.8815 0.0 0.0 0.0
C -1.7005 -2.7761 0.5189 0.0 0.0 0.0
N -0.5325 -2.2166 -0.1977 0.0 0.0 0.0
H 0.2685 0.2406 2.8283 0.0 0.0 0.0
H -1.1577 0.9533 2.6003 0.0 0.0 0.0
H -2.3299 -1.0961 2.7307 0.0 0.0 0.0
H -1.3354 -0.8558 4.1555 0.0 0.0 0.0
H -0.3546 -2.8729 3.7344 0.0 0.0 0.0
H 0.4238 -2.1228 2.3727 0.0 0.0 0.0
H -2.2225 -3.6623 2.3817 0.0 0.0 0.0
H -0.6976 -4.2212 1.7394 0.0 0.0 0.0
H -2.4503 -1.9861 0.6116 0.0 0.0 0.0
H -2.1578 -3.5736 -0.0689 0.0 0.0 0.0
H -0.6752 -2.2389 -1.2114 0.0 0.0 0.0
H 0.2852 -2.7983 -0.0331 0.0 0.0 0.0
O 0.3222 -1.6970 -2.9920 0.0 0.0 0.0
C 0.6631 -0.6130 -2.5685 0.0 0.0 -0.1
O -0.1546 0.2116 -1.9356 0.0 -0.1 0.1
C 2.0742 -0.1184 -2.6999 0.0 0.0 0.0
C 2.6567 -0.1007 -3.9596 0.0 0.0 0.0
C 3.9550 0.3516 -4.1304 0.0 0.0 0.0
C 4.6950 0.7642 -3.0317 0.0 0.0 0.0
C 4.1401 0.7163 -1.7645 0.0 0.0 0.0
C 2.8244 0.2857 -1.5905 0.1 0.0 0.0
S 2.2649 0.1843 0.0874 0.0 0.0 0.1
H 2.0770 -0.4485 -4.8045 0.0 0.0 0.0
H 4.3923 0.3716 -5.1193 0.0 0.0 0.0
H 5.7120 1.1101 -3.1564 0.0 0.0 0.0
H 4.7238 1.0058 -0.9007 0.0 0.0 0.0
Br -4.5443 4.0099 0.9269 0.0 0.0 0.0
C -2.7999 3.7038 0.3058 0.0 0.0 0.0
C -2.0797 4.6964 -0.3405 0.0 0.0 0.0
C -0.8008 4.4007 -0.7811 0.0 0.0 0.0
C -0.2854 3.1365 -0.5617 0.0 0.0 0.0
N -0.9823 2.1872 0.0720 0.0 0.0 0.0
C -2.2197 2.4628 0.4908 0.0 0.0 0.0
H -2.5140 5.6742 -0.4973 0.0 0.0 0.0
H -0.2060 5.1424 -1.2945 0.0 0.0 0.0
H 0.7031 2.8605 -0.9041 0.0 0.0 0.0
H -2.7731 1.6684 0.9779 0.0 0.0 0.0
```
Positions in Å, forces in eV/Å.


No. 3
Computed, not measured: a gas-phase ion, C3H10NS (charge +1) at a distorted geometry, with ωB97M-V with the def2-TZVPD basis set.

Structure (SMILES): C[NH2+]CCS
Gap between HOMO and LUMO (eV): 9.88
E_LUMO (eV): -3.4
Charge: +1
E (eV): -15590.3766
HOMO level (eV): -13.27
ΔE to the lowest compared entry with this formula, charge and spin (kcal per mole): 39.78

The geometry in XYZ format:
```
15
Properties=species:S:1:pos:R:3:forces:R:3
C -0.8402 -1.7869 0.8879 0.6 -0.1 3.9
C 0.5822 -0.1965 -0.2463 0.6 3.0 -3.5
C 0.4530 1.2877 -1.1476 0.5 -2.4 2.4
N -0.6682 -0.3215 0.4263 0.4 -1.8 2.9
S 0.3458 2.8174 -0.1665 0.8 -0.3 0.0
H -1.6560 -1.8966 1.7434 1.1 0.3 -2.5
H -0.8593 -2.4897 0.0391 -0.4 0.6 0.4
H 0.1035 -2.0315 1.5445 -1.5 0.6 -1.6
H 1.4596 -0.2529 0.3691 0.1 0.0 0.5
H 0.5546 -0.9910 -0.9807 0.6 -0.1 -0.3
H 1.4190 1.3212 -1.6854 -1.3 -0.1 -0.7
H -0.5721 1.1386 -1.5763 1.4 0.4 -0.8
H -1.3645 -0.0397 -0.2140 -1.5 0.3 -0.6
H -0.6465 0.3378 1.2183 -0.5 -0.3 -0.1
H 1.6892 3.1035 -0.2119 -0.8 -0.2 0.2
```
Positions in Å, forces in eV/Å.


No. 4
Computed, not measured: a single C4HNO molecule at a distorted geometry, with ωB97M-V with the def2-TZVPD basis set.

Structure (SMILES): N#CC#CC=O
Gap between HOMO and LUMO (eV): 9.91
E_LUMO (eV): -1.3
E (eV): -7697.4898
HOMO level (eV): -11.25
ΔE to the lowest compared entry with this formula, charge and spin (kcal per mole): 24.90

The geometry in XYZ format:
```
7
Properties=species:S:1:pos:R:3:forces:R:3
O 1.5087 -0.0877 -1.4648 -0.5 -0.5 0.3
C 0.7464 -0.8850 -0.9728 0.3 -0.2 -0.3
C -0.2163 -0.5123 0.0271 -0.3 -0.3 0.2
C -0.9926 -0.1163 0.8803 0.9 0.5 -0.7
C -0.9768 1.2126 1.2885 -0.2 1.4 0.6
N -0.7641 2.3382 1.4538 -0.5 -0.7 0.3
H 0.6945 -1.9495 -1.2122 0.3 -0.3 -0.4
```
Positions in Å, forces in eV/Å.


Question: E of number 1 (C14H12ClF3N4S)?
Answer: -52183.7652 eV


Repeat the first record exactly.
Computed, not measured: a single C14H12ClF3N4S molecule, with ωB97M-V with the def2-TZVPD basis set.

Structure (SMILES): Cc1ccccc1NC(=S)NNc1ncc(C(F)(F)F)cc1Cl
Gap between HOMO and LUMO (eV): 8.72
E_LUMO (eV): 0.4
E (eV): -52183.7652
HOMO level (eV): -8.29

The geometry in XYZ format:
```
35
Properties=species:S:1:pos:R:3:forces:R:3
C 5.8529 0.2850 1.2124 -0.1 0.0 0.0
C 5.0113 -0.6804 0.4343 -0.1 0.0 0.0
C 5.3293 -2.0290 0.3863 -0.1 0.0 -0.1
C 4.5554 -2.9268 -0.3292 0.0 -0.1 0.0
C 3.4531 -2.4752 -1.0324 0.0 -0.1 0.1
C 3.1192 -1.1336 -1.0064 0.1 0.1 0.0
C 3.8793 -0.2359 -0.2618 0.0 -0.5 0.0
N 3.5603 1.1301 -0.2236 0.3 0.0 0.0
C 2.3421 1.7184 -0.1732 -0.5 0.2 0.0
N 1.2589 0.9243 -0.0084 0.5 -0.5 -0.1
N 0.0250 1.5146 0.1867 0.5 0.8 0.2
C -1.1783 0.9239 0.1161 -0.5 -0.7 0.0
N -2.1964 1.7930 0.0476 0.6 0.3 0.0
C -3.4380 1.3725 0.0245 -0.3 -0.5 0.0
C -3.7758 0.0249 0.0620 0.1 -0.1 0.1
C -2.7409 -0.9092 0.1476 -0.3 0.5 -0.1
C -1.4388 -0.4693 0.1854 -0.1 0.1 -0.1
Cl -0.1881 -1.6713 0.3422 0.0 -0.1 0.1
H -2.9644 -1.9645 0.1950 0.1 -0.1 0.0
C -5.1920 -0.4500 -0.0035 -0.2 -0.1 -0.1
F -6.0830 0.5271 0.2015 0.0 0.3 0.0
F -5.4533 -1.4077 0.9052 0.1 -0.1 0.2
F -5.4933 -0.9931 -1.2014 0.1 0.0 -0.1
H -4.1950 2.1419 -0.0293 -0.1 0.0 0.0
H 0.0727 2.5316 0.0652 0.0 -0.3 0.1
H 1.3468 -0.0440 0.2846 0.0 0.3 0.0
S 2.1949 3.3661 -0.2938 0.1 0.5 -0.1
H 4.3329 1.7820 -0.2189 -0.3 0.0 0.0
H 2.2884 -0.7746 -1.5942 -0.1 0.0 0.0
H 2.8551 -3.1622 -1.6111 -0.1 -0.1 -0.1
H 4.8191 -3.9729 -0.3451 0.0 -0.1 0.0
H 6.1968 -2.3821 0.9243 0.1 0.0 0.1
H 6.3736 0.9701 0.5416 0.1 0.1 0.0
H 6.6000 -0.2468 1.7950 0.1 0.0 0.0
H 5.2395 0.8765 1.8912 0.0 0.1 0.0
```
Positions in Å, forces in eV/Å.